(1)
ORCA calculation (the ωB97M-V functional and the def2-TZVPD basis) on a cluster of 2 separate species, C5H16N3 in total.

Last columns: bonded neighbours and bond lengths (Å).
Positions of all 24 atoms, in Å:
1 C 2.847 -1.338 -2.214  C2 1.545, H3 1.090, H4 1.087, H5 1.085
2 C 1.955 -2.290 -1.386  C1 1.545, H6 1.090, H7 1.092, H8 1.093
3 H 3.047 -1.792 -3.184  C1 1.090
4 H 2.271 -0.432 -2.386  C1 1.087
5 H 3.836 -1.179 -1.796  C1 1.085
6 H 2.453 -3.128 -0.897  C2 1.090
7 H 1.202 -2.729 -2.043  C2 1.092
8 H 1.551 -1.638 -0.608  C2 1.093
9 C -2.037 -0.156 0.037  C10 1.505, N12 1.455, H15 1.107, H16 1.085
10 C -1.650 -1.474 -0.579  C9 1.505, H17 1.098, H18 1.085, H24 1.073
11 C -0.394 1.488 1.182  N12 1.414, N13 1.307, N14 1.310
12 N -0.845 0.675 0.116  C9 1.455, C11 1.414, H19 1.029
13 N -0.580 1.078 2.410  C11 1.307, H20 1.026, H21 1.024
14 N 0.279 2.555 0.829  C11 1.310, H22 1.013, H23 1.023
15 H -2.689 0.465 -0.608  C9 1.107
16 H -2.562 -0.203 0.986  C9 1.085
17 H -2.556 -2.092 -0.529  C10 1.098
18 H -0.958 -2.081 -0.003  C10 1.085
19 H -0.247 0.572 -0.714  N12 1.029
20 H -1.342 0.461 2.710  N13 1.026
21 H -0.505 1.770 3.160  N13 1.024
22 H 0.602 2.636 -0.128  N14 1.013
23 H 0.604 3.216 1.538  N14 1.023
24 H -1.296 -1.432 -1.591  C10 1.073

- spin multiplicity = 2
- total charge = +2
- highest occupied orbital energy (alpha / beta) (Ha) = -0.6401 / -0.6393
- LUMO energy (alpha / beta) (Eh) = -0.3202 / -0.4993
- orbital gap (alpha / beta) (eV) = 8.705 / 3.811


(2)
ORCA calculation (the ωB97M-V functional and the def2-TZVPD basis) on an isolated molecule of C4H6F3N3.

Last columns: bonded neighbours and bond lengths (Å).
Positions of all 16 atoms, in Å:
1 C 0.346 0.356 1.389  C2 1.484, C3 1.505, H11 1.149, H12 1.163
2 C 0.375 -0.464 0.152  C1 1.484, C4 1.519, N5 1.543, H13 1.164
3 C -0.684 -0.394 2.189  C1 1.505, N6 1.386, F8 1.370, F9 1.393
4 C -0.712 -0.155 -0.863  C2 1.519, H14 1.056, H15 1.059, H16 1.069
5 N 0.107 -1.821 0.835  C2 1.543, N6 1.298, N7 1.330
6 N -0.568 -1.752 1.941  C3 1.386, N5 1.298
7 N 0.395 -2.946 0.188  N5 1.330, F10 1.367
8 F -1.942 0.094 1.951  C3 1.370
9 F -0.528 -0.189 3.558  C3 1.393
10 F 1.169 -2.766 -0.924  N7 1.367
11 H 1.355 0.242 1.926  C1 1.149
12 H -0.009 1.463 1.365  C1 1.163
13 H 1.441 -0.720 -0.240  C2 1.164
14 H -1.654 -0.195 -0.387  C4 1.056
15 H -0.806 -0.778 -1.713  C4 1.059
16 H -0.444 0.834 -1.168  C4 1.069

- spin multiplicity = 1
- total charge = 0
- highest occupied orbital energy (alpha / beta) (Ha) = -0.3532 / -0.3533
- LUMO energy (alpha / beta) (Eh) = 0.0001 / 0.0001
- orbital gap (alpha / beta) (eV) = 9.615 / 9.615


(3)
ORCA calculation (the ωB97M-V functional and the def2-TZVPD basis) on an isolated molecule of C5H14N3O3PS.

Last columns: bonded neighbours and bond lengths (Å).
Positions of all 27 atoms, in Å:
1 C 0.247 1.087 3.004  N2 1.427, H14 1.088, H15 1.134, H16 1.181
2 N 0.482 0.910 1.608  C1 1.427, C3 1.431, P4 1.651
3 C 1.854 1.070 1.236  N2 1.431, H17 1.016, H18 1.019, H19 1.129
4 P -0.629 -0.060 0.865  N2 1.651, O5 1.460, O6 1.772, N8 1.613
5 O -1.996 0.385 1.118  P4 1.460
6 O -0.243 -1.508 1.810  P4 1.772, S7 1.692
7 S -1.107 -2.920 1.460  O6 1.692, H20 1.359
8 N -0.242 -0.559 -0.619  P4 1.613, C9 1.446, C10 1.461
9 C 1.065 -1.021 -1.030  N8 1.446, H21 1.141, H22 1.094, H23 1.040
10 C -1.256 -0.343 -1.650  N8 1.461, C11 1.570, H24 1.123, H25 1.165
11 C -0.700 0.749 -2.631  C10 1.570, N12 1.355, O13 1.206
12 N -0.965 0.576 -3.948  C11 1.355, H26 1.011, H27 0.984
13 O -0.031 1.659 -2.205  C11 1.206
14 H 1.088 0.791 3.627  C1 1.088
15 H 0.128 2.177 3.294  C1 1.134
16 H -0.846 0.706 3.240  C1 1.181
17 H 2.340 0.278 1.646  C3 1.016
18 H 1.837 1.191 0.224  C3 1.019
19 H 2.111 2.083 1.666  C3 1.129
20 H -0.899 -3.607 2.615  S7 1.359
21 H 0.916 -2.110 -1.335  C9 1.141
22 H 1.531 -0.343 -1.751  C9 1.094
23 H 1.656 -0.899 -0.182  C9 1.040
24 H -1.571 -1.331 -2.078  C10 1.123
25 H -2.280 -0.182 -1.117  C10 1.165
26 H -1.698 -0.052 -4.249  N12 1.011
27 H -0.793 1.273 -4.620  N12 0.984

- spin multiplicity = 1
- total charge = 0
- SMILES = CN(C)[P@](=O)(OS)N(C)CC(N)=O
- highest occupied orbital energy (Ha) = -0.3140
- LUMO energy (Eh) = 0.0227
- orbital gap (eV) = 9.162